{
  "formula": "C3H18N2O7Pt",
  "method": "ωB97M-V/def2-TZVPD",
  "e_homo_ev": [-15.38, -15.38],
  "e_tot_ha": -879.7545,
  "e_lumo_ha": [-0.306, -0.448],
  "total_charge": 2,
  "spin_multiplicity": 3,
  "s2": 2.033,
  "homo_lumo_gap_ev": [7.046, 3.199],
  "species": ["Pt", "O", "O", "O", "O", "O", "O", "O", "N", "N", "C", "C", "C", "H", "H", "H", "H", "H", "H", "H", "H", "H", "H", "H", "H", "H", "H", "H", "H", "H", "H"],
  "xyz": [[-20.309810, 1.518300, 3.078160], [-19.576770, -0.604740, 5.843920], [-19.557100, 3.809540, 5.901760], [-16.951590, 1.016080, 2.012500], [-21.066400, -1.135420, 1.009660], [-19.241760, 4.750810, 1.268560], [-23.953520, 1.359010, 5.284930], [-22.428560, 1.156560, 0.394100], [-25.631070, 0.577700, 6.591030], [-25.698320, 2.525530, 5.667390], [-22.076250, -1.228250, -0.036750], [-22.208420, 0.165940, -0.701670], [-24.997160, 1.484730, 5.845600], [-26.563440, 0.761360, 6.933160], [-25.359160, 3.238150, 5.037110], [-22.989500, 0.253880, -1.456840], [-21.649520, -1.715360, -0.913530], [-25.105900, -0.284980, 6.599240], [-20.113860, -1.373760, 6.034650], [-16.339900, 1.601600, 1.566130], [-19.762090, 5.210000, 0.609300], [-21.285570, 0.498140, -1.177170], [-18.629120, 5.410770, 1.593160], [-23.048890, -1.612430, 0.270610], [-18.802160, 3.622710, 6.459780], [-20.781800, -2.023250, 1.238470], [-23.180320, 1.731020, 0.231460], [-26.595240, 2.564160, 6.130140], [-16.547370, 0.150950, 1.946210], [-18.941850, -0.571990, 6.559480], [-19.956830, 4.587190, 6.291250]],
  "forces_ev_per_angstrom": [[0.37, -0.23, -0.46], [-0.30, 0.34, -0.43], [-0.25, -0.34, -0.36], [-0.52, 0.05, 0.24], [-0.99, 0.24, -0.38], [-0.17, -0.43, 0.22], [6.19, -1.38, -2.94], [0.18, -0.52, -0.28], [2.68, -1.35, -0.32], [-1.06, 4.09, -1.17], [1.13, 1.83, -1.36], [-0.06, 1.18, 2.17], [-6.59, -1.15, 3.86], [0.13, -0.58, 0.00], [-0.49, 0.41, 0.23], [-0.19, -0.40, 0.23], [-0.18, -1.17, 0.32], [-0.98, -0.60, 0.88], [-0.08, -0.28, 0.02], [0.13, 0.26, -0.14], [-0.13, 0.10, -0.24], [0.16, -0.40, 0.09], [0.23, 0.17, 0.12], [0.27, -0.13, 0.24], [0.28, -0.07, 0.13], [0.01, -0.15, -0.08], [-0.03, -0.14, -0.38], [-0.03, 0.58, -0.44], [0.10, -0.27, 0.00], [0.29, 0.08, 0.18], [-0.09, 0.27, 0.05]]
}